Here is one molecule with the formula C3H6N2S in a non-equilibrium geometry from OMol25. Energies are from ωB97M-V/def2-TZVPD.

M ... 102.2 g mol⁻¹
HOMO (spin up / spin down) ... -0.26634 / -0.34465 hartree
Gap between HOMO and LUMO (spin up / spin down) ... 8.3 / 7.1 eV
2S+1 ... 3
Expectation value of S² ... 2.0059
ΔE to the lowest compared entry with this formula, charge and spin ... 2.668 eV
E_LUMO (spin up / spin down) ... 1.043 / -2.267 eV
Net charge ... 0

The geometry in XYZ format:
```
12
C3H6N2S ωB97M-V/def2-TZVPD
C -0.63334 0.17931 0.62149
C -1.03799 -0.61562 -0.62730
C 1.49718 0.11187 -0.58923
N 1.24634 1.43891 -0.12000
N 0.84686 0.27804 0.72025
S -2.62159 -0.62178 -1.17538
H -1.22169 1.13102 0.56699
H -0.96207 -0.54511 1.53123
H 0.98690 -0.14112 -1.36429
H -0.65379 -1.60656 -0.81652
H 2.49019 -0.06118 -0.94979
H 2.07855 2.04709 0.05452
```